# 1
C5H11N | ωB97M-V/def2-TZVPD

Geometry as XYZ:
```
17
Properties=species:S:1:pos:R:3
C 0.095 -0.961 -1.917
N 1.114 -0.618 -0.900
C 0.561 0.351 0.104
C -0.150 -0.579 1.108
C -1.089 -0.073 1.996
C -0.090 1.621 -0.201
H -0.616 -0.149 -2.037
H -0.455 -1.838 -1.590
H 0.576 -1.189 -2.863
H 1.806 -0.088 -1.411
H 0.278 -1.574 1.154
H -1.447 -0.786 2.709
H -1.625 0.822 1.706
H 0.017 0.141 2.346
H 0.471 2.516 -0.005
H -0.870 1.792 -0.940
H 1.424 0.614 0.742
```

Calculated total energy in eV: -6847.016
Energy above the lowest of the compared OMol25 structures with the same formula, charge and spin in eV: 6.512
Orbital gap in eV: 5.2
Charge: 0
HOMO energy in eV: -5.7
Largest force on an atom in hartree/bohr: 0.0438

=====

# 2
H15O7 | ωB97M-V/def2-TZVPD

Geometry as XYZ:
```
22
Properties=species:S:1:pos:R:3
O 2.970 0.763 1.917
H 3.569 1.147 1.266
H 3.321 1.029 2.771
O -1.830 0.448 -1.230
H -2.189 0.575 -0.263
H -2.518 0.695 -1.872
O -0.036 0.250 1.510
H 0.188 0.972 2.132
H 0.358 0.608 0.427
O 0.506 0.905 -0.776
H -0.697 0.784 -1.134
H 0.826 1.779 -1.059
O -0.623 -2.075 -0.393
H -1.164 -1.341 -0.738
H -0.197 -1.776 0.422
O -2.439 0.450 1.137
H -3.345 0.211 1.468
H -1.052 0.201 1.554
O 1.264 -0.964 -2.078
H 1.937 -1.255 -2.713
H 0.753 -1.729 -1.735
H 1.065 0.037 -1.357
```

Calculated total energy in eV: -14555.032
Spin multiplicity: 2
Energy above the lowest of the compared OMol25 structures with the same formula, charge and spin in eV: 0.000
Orbital gap (alpha / beta) in eV: 10.6 / 4.7
Charge: +2
HOMO energy (alpha / beta) in eV: -18.0 / -18.0
Largest force on an atom in hartree/bohr: 0.0442

=====

# 3
C26H70N6O7 | ωB97M-V/def2-TZVPD

Geometry as XYZ:
```
109
Properties=species:S:1:pos:R:3
C -7.997 -1.862 4.112
N -7.661 -0.656 3.145
C -6.527 0.181 3.701
C -7.158 -1.150 1.835
C -9.036 0.217 2.819
C -9.405 1.251 3.853
O -8.449 2.244 3.767
H -8.924 -2.319 3.765
H -8.181 -1.442 5.101
H -7.132 -2.519 4.207
H -6.761 0.486 4.721
H -6.302 1.056 3.092
H -5.630 -0.429 3.810
H -6.855 -0.277 1.256
H -7.849 -1.729 1.223
H -6.339 -1.857 1.970
H -9.820 -0.527 2.678
H -8.856 0.640 1.831
H -9.555 0.865 4.862
H -10.430 1.613 3.777
H -8.562 2.871 4.485
C 8.294 -2.392 -3.188
N 6.988 -3.180 -3.388
C 6.533 -3.733 -1.950
C 5.990 -2.179 -3.982
C 7.179 -4.373 -4.302
C 7.670 -4.163 -5.805
O 9.072 -3.866 -5.719
H 8.182 -1.654 -2.394
H 8.592 -1.909 -4.118
H 9.038 -3.114 -2.852
H 7.418 -3.985 -1.365
H 5.900 -4.599 -2.141
H 6.039 -2.879 -1.487
H 5.096 -2.800 -4.026
H 6.330 -1.858 -4.967
H 5.822 -1.304 -3.354
H 6.271 -4.975 -4.352
H 7.874 -5.034 -3.785
H 7.083 -3.451 -6.387
H 7.616 -5.148 -6.267
H 9.379 -3.875 -6.628
C 0.690 2.950 -6.212
C 1.993 3.724 -6.180
C 1.885 4.923 -7.194
O 3.084 5.772 -7.129
C 2.978 6.919 -6.350
N 2.229 4.167 -4.703
H 1.980 3.413 -4.078
H 3.212 4.328 -4.536
H 1.763 5.015 -4.413
H 0.558 2.350 -7.112
H -0.178 3.548 -5.935
H 0.641 2.214 -5.410
H 2.856 3.080 -6.347
H 1.024 5.568 -7.022
H 1.720 4.519 -8.193
H 3.751 7.673 -6.498
H 2.999 6.603 -5.307
H 2.019 7.428 -6.442
C -1.520 -6.828 -3.466
C -1.579 -7.745 -4.646
C -0.551 -8.807 -4.621
O -0.739 -9.550 -5.772
C -0.556 -10.962 -5.682
N -2.951 -8.427 -4.712
H -3.010 -9.294 -5.227
H -3.283 -8.590 -3.772
H -3.605 -7.763 -5.102
H -0.712 -6.110 -3.611
H -1.371 -7.479 -2.605
H -2.337 -6.154 -3.209
H -1.400 -7.230 -5.589
H -0.702 -9.424 -3.735
H 0.442 -8.361 -4.687
H 0.335 -11.328 -5.172
H -0.674 -11.638 -6.529
H -1.351 -11.418 -5.092
C -1.548 6.856 10.437
C -1.172 6.626 8.931
C 0.126 5.822 8.805
N 0.661 5.500 7.359
C 1.128 6.828 6.711
C -0.308 4.576 6.567
C 0.531 3.585 5.732
C 2.004 3.882 6.060
C 1.848 4.505 7.432
H -1.856 5.939 10.941
H -2.440 7.470 10.316
H -0.741 7.404 10.923
H -1.062 7.530 8.332
H -1.977 6.041 8.486
H 0.071 4.887 9.362
H 0.872 6.439 9.306
H 0.236 7.454 6.695
H 1.523 6.545 5.735
H 1.896 7.329 7.299
H -0.931 5.089 5.834
H -0.925 4.141 7.354
H 0.306 3.848 4.698
H 0.150 2.571 5.851
H 2.304 4.643 5.340
H 2.635 2.994 6.042
H 2.718 4.990 7.875
H 1.503 3.762 8.151
N -0.508 -0.110 -0.453
O -0.895 -0.967 0.360
O 0.613 -0.129 -0.876
O -1.341 0.676 -0.866
```

Calculated total energy in eV: -51328.857
Orbital gap in eV: 5.7
Charge: +4
HOMO energy in eV: -12.1
Largest force on an atom in hartree/bohr: 0.0743

=====

# 4
C18H18ClNO4S | ωB97M-V/def2-TZVPD

Geometry as XYZ:
```
43
Properties=species:S:1:pos:R:3
C -5.370 -3.045 0.301
C -4.458 -1.796 0.243
C -3.814 -1.286 1.385
C -3.149 -0.258 1.401
C -3.052 0.342 0.119
S -1.976 1.915 0.266
O -1.975 2.665 1.635
O -2.565 2.970 -0.856
C -0.346 1.141 -0.355
C 0.281 0.546 0.801
C 1.541 -0.061 0.668
C 2.581 0.959 0.330
O 2.249 2.242 0.606
C 4.025 0.610 0.317
C 4.983 1.494 0.571
C 6.372 1.261 0.029
C 6.781 -0.207 -0.014
Cl 8.363 -0.577 -0.217
C 5.715 -1.372 -0.157
C 4.415 -0.664 -0.051
C -0.551 0.703 -1.526
N -1.002 1.416 -2.436
O -0.419 -0.595 -1.842
C -3.768 0.051 -0.844
C -4.568 -1.140 -0.736
H -5.591 -3.451 1.381
H -4.992 -3.764 -0.033
H -6.437 -2.941 -0.318
H -4.193 -1.834 2.408
H -2.736 0.162 2.343
H 0.241 2.238 -0.102
H 0.243 1.230 1.821
H -0.473 -0.401 0.831
H 1.499 -0.792 -0.410
H 1.841 -0.869 1.341
H 4.798 2.505 0.630
H 7.123 1.802 0.257
H 6.007 -2.247 -0.305
H 3.539 -1.616 -0.038
H -1.137 0.877 -3.399
H -1.353 2.299 -2.245
H -3.672 0.781 -1.869
H -5.001 -1.296 -1.932
```

Calculated total energy in eV: -51978.851
Energy above the lowest of the compared OMol25 structures with the same formula, charge and spin in eV: 18.042
Orbital gap in eV: 8.5
Charge: 0
HOMO energy in eV: -9.2
Structure (SMILES): Cc1ccc(S(=O)(=O)[C@@H](CCC(=O)c2ccc(Cl)cc2)C(N)=O)cc1
Largest force on an atom in hartree/bohr: 0.3656

=====

# 5
C10H13N2 | ωB97M-V/def2-TZVPD

Geometry as XYZ:
```
25
Properties=species:S:1:pos:R:3
C 1.938 1.175 -1.449
N 1.852 0.286 -0.294
C 2.928 -0.231 0.349
C 2.443 -1.051 1.355
C 1.065 -1.186 1.203
C 0.738 -0.353 0.200
C -0.665 -0.076 -0.411
C -1.258 -1.108 -1.298
C -2.612 -1.168 -1.063
C -2.893 -0.194 -0.106
N -1.834 0.457 0.275
C -1.657 1.246 1.426
H 1.826 2.187 -1.169
H 2.863 0.992 -1.951
H 1.210 0.851 -2.191
H 3.828 0.202 0.387
H 3.248 -1.636 1.938
H 0.343 -1.692 1.821
H -0.473 0.787 -1.250
H -0.717 -1.895 -1.906
H -3.335 -1.890 -1.217
H -3.942 0.057 0.059
H -1.868 2.332 1.427
H -2.376 0.812 2.221
H -0.653 1.096 1.643
```

Calculated total energy in eV: -13551.880
Energy above the lowest of the compared OMol25 structures with the same formula, charge and spin in eV: 3.454
Orbital gap in eV: 7.2
Charge: +1
HOMO energy in eV: -12.0
Structure (SMILES): Cn1cccc1[C@H]1C=CC=[N+]1C
Largest force on an atom in hartree/bohr: 0.0856

=====

# 6
C17H23BrN2O5Si | ωB97M-V/def2-TZVPD

Geometry as XYZ:
```
49
Properties=species:S:1:pos:R:3
C -0.955 -0.320 -0.622
C -0.169 -0.995 0.671
C 0.089 -2.608 0.530
Br -1.576 -3.667 0.111
Si 1.426 -3.115 -0.759
C 1.934 -4.959 -0.310
C 3.022 -5.590 -1.363
O 2.296 -6.067 -2.570
H -0.272 0.532 -1.096
H -1.915 0.221 -0.205
H -1.292 -1.124 -1.417
H 0.805 -0.385 0.962
H -0.903 -0.858 1.602
H 0.459 -3.005 1.593
H 2.670 -2.349 -0.690
H 0.970 -3.126 -2.146
H 2.333 -4.887 0.809
H 0.919 -5.576 -0.384
H 3.887 -4.843 -1.618
H 3.477 -6.567 -0.862
H 2.112 -7.051 -2.403
O -0.524 3.950 -1.463
N -1.340 3.236 -2.065
O -2.158 2.487 -1.512
C -1.332 3.276 -3.532
C -0.398 4.080 -4.199
C -0.379 4.095 -5.595
C -1.288 3.318 -6.316
C -2.224 2.526 -5.648
C -2.250 2.501 -4.252
H 0.317 4.691 -3.653
H 0.346 4.711 -6.123
H -1.266 3.329 -7.404
H -2.931 1.926 -6.216
H -2.984 1.876 -3.747
O 0.378 -1.619 4.796
N 0.629 -0.573 4.179
O 1.233 -0.525 3.098
C 0.185 0.694 4.772
C -0.469 0.688 6.012
C -0.867 1.899 6.582
C -0.619 3.101 5.918
C 0.023 3.102 4.678
C 0.428 1.898 4.099
H -0.669 -0.240 6.543
H -1.369 1.906 7.548
H -0.927 4.043 6.369
H 0.210 4.043 4.165
H 0.930 1.917 3.134
```

Calculated total energy in eV: -109131.664
Orbital gap in eV: 8.7
Charge: 0
HOMO energy in eV: -9.4
Structure (SMILES): CC[C@@H](Br)[SiH2]CCO.O=[N+]([O-])c1ccccc1.O=[N+]([O-])c1ccccc1
Largest force on an atom in hartree/bohr: 0.0537

=====

# 7
C21H49ClN7O7 | ωB97M-V/def2-TZVPD

Geometry as XYZ:
```
85
Properties=species:S:1:pos:R:3
Cl -0.375 -0.139 0.982
C 2.696 -1.331 -0.587
C 4.132 -0.803 -0.746
O 4.950 -1.004 0.098
N 4.436 -0.106 -1.876
C 5.692 0.530 -2.145
H 2.818 -2.272 -0.050
H 2.167 -1.551 -1.514
H 2.206 -0.568 0.019
H 3.646 0.159 -2.448
H 6.461 0.221 -1.437
H 5.618 1.611 -2.034
H 6.129 0.347 -3.127
C 0.956 2.190 3.777
C 2.235 1.369 3.857
O 3.249 1.745 4.431
N 2.223 0.199 3.192
C 3.294 -0.784 3.104
H 0.074 1.567 3.625
H 1.009 2.932 2.980
H 0.866 2.696 4.737
H 1.409 0.037 2.616
H 3.974 -0.568 2.280
H 2.938 -1.804 2.965
H 3.835 -0.743 4.050
C 2.953 2.401 0.153
C 1.969 3.412 -0.321
O 2.307 4.527 -0.677
N 0.718 2.918 -0.392
C -0.414 3.677 -0.901
H 2.501 1.516 0.601
H 3.604 2.829 0.915
H 3.668 2.181 -0.640
H 0.571 1.981 -0.044
H -0.976 4.208 -0.133
H -1.087 3.016 -1.447
H -0.091 4.367 -1.681
C -2.103 -3.386 -2.057
C -1.015 -4.232 -1.405
O -0.912 -5.418 -1.690
N -0.232 -3.562 -0.570
C 0.918 -4.083 0.201
H -1.715 -2.390 -2.270
H -2.938 -3.182 -1.386
H -2.466 -3.872 -2.962
H -0.354 -2.560 -0.534
H 0.737 -5.045 0.679
H 1.166 -3.325 0.944
H 1.720 -4.256 -0.517
C -5.336 2.778 0.029
C -4.088 1.865 0.021
O -4.027 1.001 -0.872
N -3.057 1.955 0.889
C -2.971 2.924 1.940
H -5.583 3.377 0.905
H -6.193 2.118 -0.106
H -5.431 3.464 -0.813
H -2.245 1.363 0.786
H -1.969 2.845 2.363
H -3.716 2.785 2.723
H -2.985 3.972 1.640
C 0.359 1.370 -4.819
C 0.760 0.642 -3.557
O 1.937 0.478 -3.230
N -0.216 0.299 -2.702
C -1.692 0.450 -2.890
H -0.684 1.266 -5.117
H 1.068 0.933 -5.522
H 0.485 2.425 -4.577
H 0.154 -0.129 -1.865
H -2.035 0.074 -3.854
H -1.985 1.500 -2.891
H -2.230 -0.102 -2.119
C -1.319 -3.666 2.870
C -2.616 -3.608 2.165
O -3.343 -4.600 2.248
N -2.954 -2.398 1.587
C -4.209 -2.142 0.998
H -0.794 -2.713 2.803
H -0.861 -4.592 2.523
H -1.579 -3.691 3.928
H -2.289 -1.639 1.617
H -4.064 -1.453 0.166
H -4.987 -1.744 1.649
H -4.475 -3.058 0.470
```

Calculated total energy in eV: -59862.219
Spin multiplicity: 2
Orbital gap (alpha / beta) in eV: 1.8 / 8.9
Charge: -2
HOMO energy (alpha / beta) in eV: 2.5 / -4.7
Largest force on an atom in hartree/bohr: 0.0532

=====

# 8
C2H5N3O3 | ωB97M-V/def2-TZVPD

Geometry as XYZ:
```
13
Properties=species:S:1:pos:R:3
C -0.416 -0.907 -0.184
C 1.522 1.292 1.055
H -2.095 1.714 -1.280
H -1.055 -0.475 -1.788
H 0.328 -2.744 -0.678
H 0.914 -1.001 1.258
H 1.428 2.485 0.507
N -0.948 0.156 -0.987
N -0.353 -1.949 -0.878
N 0.138 -0.660 1.045
O -2.162 0.667 -0.589
O 0.162 0.848 0.872
O 2.538 0.574 1.647
```

Calculated total energy in eV: -12759.252
Energy above the lowest of the compared OMol25 structures with the same formula, charge and spin in eV: 8.349
Orbital gap in eV: 9.4
Charge: 0
HOMO energy in eV: -9.3
Largest force on an atom in hartree/bohr: 0.2472

=====

# 9
C18H41EuN2P3S2 | ωB97M-V/def2-TZVPD

Geometry as XYZ:
```
67
Properties=species:S:1:pos:R:3
Eu 0.154 -0.253 -0.561
P -1.589 2.085 -0.025
P -2.164 -1.447 0.916
P 2.021 1.848 -1.543
H -0.809 -3.058 -2.327
C 0.263 -2.925 -2.485
C 1.239 -3.343 -1.667
H 1.094 -3.951 -0.783
C -2.742 2.289 -1.435
C -2.762 2.259 1.373
C -0.818 3.747 0.041
C -1.754 -3.234 0.955
C -2.773 -1.233 2.633
C -3.753 -1.482 0.003
C 3.351 0.765 -2.231
C 3.114 3.265 -1.112
C 1.277 2.583 -3.078
H 0.541 -2.352 -3.367
H 2.258 -3.015 -1.838
H -3.330 3.198 -1.259
H -3.414 1.425 -1.515
H -2.184 2.390 -2.374
H -3.223 3.251 1.266
H -2.239 2.208 2.336
H -3.550 1.495 1.353
H -1.639 4.472 0.136
H -0.230 3.979 -0.857
H -0.162 3.823 0.917
H -2.672 -3.843 0.967
H -1.171 -3.447 1.864
H -1.152 -3.500 0.072
H -3.666 -1.861 2.772
H -3.037 -0.177 2.803
H -1.971 -1.535 3.328
H -4.438 -2.171 0.516
H -3.568 -1.831 -1.025
H -4.193 -0.473 -0.031
H 3.833 1.212 -3.115
H 2.964 -0.231 -2.494
H 4.099 0.638 -1.428
H 3.661 3.601 -2.008
H 3.833 2.939 -0.349
H 2.529 4.102 -0.709
H 2.079 3.010 -3.709
H 0.578 3.383 -2.774
H 0.726 1.825 -3.651
C 1.875 -1.130 -6.442
C 1.323 -0.520 -7.581
C 1.422 -1.155 -8.823
C 2.068 -2.385 -8.946
C 2.680 -2.957 -7.831
C 2.593 -2.335 -6.580
S 1.652 -0.475 -4.838
H 0.430 -1.015 -4.467
H 0.823 0.442 -7.477
H 0.986 -0.694 -9.711
H 2.086 -2.916 -9.904
H 3.229 -3.891 -7.907
H 3.052 -2.768 -5.693
N 0.270 -1.002 3.881
C 0.362 0.281 3.402
N -0.280 1.198 4.142
S 1.171 0.671 1.962
H 0.155 -1.077 4.899
H 0.919 -1.674 3.485
H -0.229 2.178 3.915
H -0.646 0.937 5.056
```

Calculated total energy in eV: -91151.452
Spin multiplicity: 7
Energy above the lowest of the compared OMol25 structures with the same formula, charge and spin in eV: 0.140
Orbital gap (alpha / beta) in eV: 2.5 / 5.9
Charge: +3
HOMO energy (alpha / beta) in eV: -15.2 / -15.2
Largest force on an atom in hartree/bohr: 0.0427

=====

# 10
C25H20IN5Re | ωB97M-V/def2-TZVPD

Geometry as XYZ:
```
52
Properties=species:S:1:pos:R:3
Re 1.304 -0.957 1.466
C 0.652 -0.725 7.022
C 1.956 -0.249 6.905
C 2.553 -0.130 5.665
C 1.826 -0.508 4.543
C 0.529 -0.987 4.648
C -0.068 -1.091 5.894
N 2.370 -0.393 3.218
N 3.495 0.134 3.083
C 3.878 0.259 1.735
C 5.120 0.786 1.446
C 5.485 0.934 0.108
C 4.613 0.561 -0.903
C 3.355 0.027 -0.609
C 2.981 -0.120 0.720
H 0.196 -0.808 8.000
H 2.508 0.035 7.790
H 3.560 0.248 5.564
H -0.040 -1.290 3.770
H -1.081 -1.456 5.984
H 5.781 1.076 2.252
H 6.454 1.344 -0.142
H 4.906 0.684 -1.937
H 2.694 -0.260 -1.416
N -3.610 -0.259 -3.803
C -4.338 0.570 -4.617
C -5.363 0.317 -5.537
C -5.866 1.414 -6.184
C -5.383 2.729 -5.944
C -4.382 2.970 -5.045
C -3.848 1.862 -4.364
N -2.855 1.816 -3.425
C -2.745 0.546 -3.100
C -1.798 0.091 -2.123
C -1.627 -1.257 -1.765
C -0.711 -1.607 -0.816
N 0.078 -0.690 -0.193
C -0.067 0.626 -0.560
C -0.973 1.039 -1.484
H -3.725 -1.254 -3.729
H -5.739 -0.678 -5.731
H -6.660 1.278 -6.906
H -5.823 3.552 -6.489
H -4.006 3.966 -4.857
H -2.206 -2.044 -2.227
H -0.572 -2.638 -0.527
H 0.600 1.334 -0.081
H -1.063 2.083 -1.746
I 0.298 -3.845 2.059
C 2.092 -2.843 1.527
H 2.429 -3.191 0.554
H 2.834 -3.002 2.305
```

Calculated total energy in eV: -43913.874
Spin multiplicity: 4
Energy above the lowest of the compared OMol25 structures with the same formula, charge and spin in eV: 0.059
Orbital gap (alpha / beta) in eV: 5.5 / 4.7
Charge: +2
HOMO energy (alpha / beta) in eV: -13.1 / -13.1
Largest force on an atom in hartree/bohr: 0.0092